A 10-piece molecular cluster, C74H156Cl4N8O8 overall. Source: the OMol25 dataset; level of theory: the ωB97M-V functional and the def2-TZVPD basis.

The value obtained for the maximum force is 4.11 eV Å⁻¹. Its SMILES is CC1(C)CCCC(C)(C)N1O.CC1(C)CCCC(C)(C)N1O.CC1(C)CCCC(C)(C)N1O.CC1(C)CCCC(C)(C)N1O.CC1(C)CCCC(C)(C)N1O.CC1(C)CCCC(C)(C)N1O.CC1(C)CCCC(C)(C)N1O.CC1(C)CCCC(C)(C)N1O.ClCCl.ClCCl. The energy above the lowest of the compared OMol25 structures with the same formula, charge and spin is 0.00 kJ/mol. Its total charge is 0. As for the lowest unoccupied orbital energy: 0.4 eV.

```
250
C74H156Cl4N8O8 the ωB97M-V functional and the def2-TZVPD basis
Cl 4.478 -2.430 -3.192
Cl -1.055 -1.298 1.106
Cl 5.200 0.042 -2.119
Cl 0.657 -0.581 -1.079
O 3.906 3.478 -5.435
O -3.204 -1.938 -3.468
O 6.025 -1.846 1.213
O -5.641 -2.756 -0.548
O -0.483 -3.382 7.736
O 0.819 5.652 -0.906
O -5.847 3.057 4.951
O -1.637 -4.059 -4.351
N 1.865 5.279 -0.124
N 6.343 -0.640 1.814
N -3.384 -1.064 -4.537
N -4.626 3.660 5.019
N 3.552 2.529 -6.364
N 0.438 -2.731 6.894
N -6.207 -2.275 0.661
N -0.776 -4.264 -3.317
C 4.254 2.711 -7.671
C 1.274 -0.929 4.763
C 2.716 4.105 1.938
C 3.344 1.200 -5.824
C 4.227 5.080 0.248
C -0.867 -3.275 4.693
C 3.447 6.764 -1.276
C -4.019 2.572 7.192
C 1.547 -4.326 -2.387
C 4.886 -1.641 -1.664
C 0.462 -3.292 5.531
C 1.194 -5.635 -1.700
C 3.903 4.077 -8.284
C -6.138 -3.184 1.811
C 0.378 -1.265 7.129
C 0.952 -5.084 -4.752
C -3.734 0.961 -3.040
C -2.913 4.962 3.757
C 3.509 0.239 -8.212
C 2.726 0.233 -6.857
C 3.334 4.343 -2.035
C -4.595 -2.745 -5.835
C -1.456 0.342 -4.054
C 3.133 5.347 -0.827
C 3.704 1.669 -8.698
C -1.259 -5.305 -2.370
C -1.588 -6.735 -2.989
C -2.994 0.357 -4.268
C 5.346 -0.289 2.858
C 7.105 1.333 3.783
C -5.792 -1.277 -4.377
C -1.816 4.004 4.317
C -4.641 -0.228 1.078
C -6.967 -2.669 3.021
C 0.609 -4.109 -3.625
C 8.013 0.998 2.503
C -6.745 -4.598 1.462
C 1.599 4.220 0.841
C -2.569 -4.838 -1.691
C -7.009 -0.374 2.035
C 5.815 2.561 -7.625
C -4.388 3.366 2.529
C -4.656 -3.322 2.223
C 1.392 -0.498 6.212
C -6.778 -1.170 3.361
C 4.625 0.644 -5.279
C 8.449 -0.461 0.521
C 2.218 1.301 -4.758
C -3.155 1.307 -5.460
C 0.346 4.561 1.587
C 0.823 -0.974 8.549
C 8.461 -1.432 2.964
C 5.637 1.115 3.473
C -2.297 3.409 5.633
C -3.701 2.766 5.679
C -6.062 -0.744 0.882
C 1.499 -2.487 4.680
C 4.022 3.905 1.186
C -5.330 5.493 3.464
C -1.064 -0.657 6.863
C 3.950 -0.071 2.108
C 7.794 -0.418 1.988
C -4.524 1.107 -6.182
C 5.243 -1.340 4.012
C -0.264 -5.547 -1.231
C 1.305 2.838 0.142
C -4.576 -1.347 -5.298
C -6.657 0.002 -0.303
C -3.664 1.392 4.971
C -4.321 4.317 3.719
C -0.761 -1.519 -0.619
C 0.900 -2.649 -4.082
C 0.990 -4.779 5.643
C -4.733 -0.405 -6.483
H -4.413 1.114 4.230
H -1.645 3.189 3.614
H 9.514 -0.232 0.510
H 1.940 -4.819 -5.128
H -5.347 1.477 -5.571
H -4.551 -4.301 2.690
H 4.116 4.936 -7.647
H -6.741 -1.707 -4.699
H 3.189 -0.526 -8.919
H 0.861 0.096 8.757
H -5.611 -1.855 -3.471
H 5.205 1.401 -4.750
H -0.848 4.502 4.361
H 7.709 1.716 1.741
H -5.035 2.244 7.415
H -2.036 -7.447 -2.296
H -4.241 -0.483 2.059
H 4.059 4.722 -2.755
H -2.195 4.172 6.404
H 1.669 0.387 -7.077
H -4.675 0.859 0.998
H -0.360 -4.776 -0.466
H 6.051 -1.241 4.737
H -6.377 5.244 3.638
H 4.115 2.989 0.602
H 9.466 -1.158 3.288
H -3.592 0.501 5.595
H 0.711 -1.980 -3.242
H 2.171 -0.546 4.277
H -6.451 -0.356 -1.311
H -2.781 -5.348 -0.751
H -0.427 -6.454 -0.647
H -4.493 -3.359 -4.941
H 1.539 -3.538 -1.633
H -7.830 -4.547 1.548
H -3.930 -0.627 0.354
H -4.163 -2.603 2.879
H -5.154 6.262 4.215
H -4.578 1.749 -7.060
H 7.976 0.273 -0.132
H 2.207 2.524 -0.384
H 0.409 -0.532 4.231
H -3.951 -1.642 -2.943
H 1.335 -6.550 -2.275
H -5.328 2.815 2.564
H -8.050 -0.539 1.758
H 2.785 4.960 2.611
H 2.826 7.044 -2.126
H -1.100 0.362 7.250
H 0.097 3.770 2.295
H -3.603 2.613 2.600
H -1.731 -1.327 7.406
H 6.197 1.580 -7.345
H 5.234 0.142 -6.030
H 2.379 -0.638 6.654
H -2.034 -3.229 -4.078
H 2.655 -0.807 -6.538
H -2.855 5.899 4.311
H 1.952 -4.873 6.148
H 4.015 0.426 1.141
H 4.394 -0.131 -4.548
H 2.325 4.213 -2.426
H -5.791 -0.978 3.781
H -1.811 -3.634 5.103
H 6.192 3.239 -6.859
H 2.705 3.191 2.531
H 4.517 -0.082 -7.950
H -6.429 -5.025 0.510
H 1.949 -2.520 -4.349
H 0.247 -1.446 9.345
H -2.509 5.233 2.782
H -4.068 -0.784 -7.258
H 2.732 2.002 -9.061
H 2.835 4.153 -8.484
H 4.264 1.474 -9.612
H 4.459 4.313 -9.192
H 5.177 -2.373 3.670
H -0.712 -7.220 -3.421
H -6.248 3.582 5.648
H -4.343 0.354 -2.370
H 5.804 -2.068 -1.261
H -2.757 1.222 4.391
H -1.623 2.622 5.970
H -6.596 -3.185 3.906
H -3.454 -5.025 -2.300
H 9.030 1.224 2.825
H 6.170 2.868 -8.609
H -0.531 -2.550 -0.888
H -6.289 1.029 -0.301
H -7.535 -0.840 4.073
H 8.230 -1.392 -0.001
H -6.563 -5.285 2.289
H 3.487 -1.024 1.852
H -5.730 -0.604 -6.876
H 0.890 -6.142 -4.496
H -6.873 0.675 2.296
H 1.281 1.511 -5.274
H -8.027 -2.922 2.990
H 6.266 -2.462 1.909
H -3.742 3.496 7.701
H 0.630 6.559 -0.653
H -1.319 -3.250 7.283
H 5.294 1.904 2.804
H -1.622 -1.148 -1.175
H 4.857 3.880 1.887
H 4.423 -1.193 4.714
H -7.738 0.142 -0.302
H -2.254 -6.567 -3.836
H -3.990 -3.275 1.362
H -0.562 4.661 0.993
H 1.096 2.024 0.836
H -2.444 1.083 -6.255
H 8.570 -2.411 2.499
H -0.918 -0.074 -4.906
H -2.979 1.454 -2.427
H 7.770 -1.585 3.792
H 7.472 2.279 4.182
H -0.642 -3.773 3.750
H -5.203 5.910 2.465
H 4.284 5.928 0.932
H 2.468 2.063 -4.020
H 5.173 4.985 -0.285
H 3.749 3.371 -1.769
H 7.421 0.589 4.514
H -1.393 -0.566 5.828
H 1.246 0.578 6.302
H 1.277 -2.611 3.620
H -1.069 -2.243 4.408
H 0.250 -2.428 -4.929
H 2.540 -2.772 4.830
H -6.457 -3.027 -0.974
H 2.569 -4.453 -2.745
H 1.805 -5.815 -0.815
H 0.346 -5.396 6.270
H 0.484 5.498 2.127
H -2.592 -3.798 -1.365
H 0.566 2.963 -0.649
H 3.110 3.989 -5.268
H 3.222 7.383 -0.407
H -3.777 -2.913 -6.536
H -4.384 3.896 1.576
H 4.066 -1.641 -0.946
H -1.135 -0.216 -3.175
H 0.264 -5.116 -5.597
H 4.504 6.806 -1.538
H 1.868 -1.279 8.593
H 1.937 0.392 -4.227
H -3.377 1.845 7.688
H -2.951 2.330 -5.144
H 5.294 1.144 4.507
H -1.003 1.298 -3.792
H -6.082 -0.335 -3.911
H -5.534 -3.122 -6.242
H 3.261 0.601 2.620
H 0.891 -5.334 4.710
H -4.386 1.734 -3.447
```